Version i
The following is a DFT calculation (wB97M-V/def2-TZVPD) of the molecule H4NOPS2.

The molecular weight comes out at 129.1 g/mol. The HOMO energy is -9.2 eV. As for the total charge: 0. The SMILES is N[P@@](O)(=S)S.

Cartesian coordinates (Å):
N1 -1.39 0.45 0.73
P1 0.37 -0.07 -0.16
O1 0.03 0.04 -1.71
S1 1.81 1.20 0.29
S2 0.18 -2.16 0.09
H1 -1.06 0.64 1.72
H2 -1.69 1.23 0.29
H3 0.56 0.67 -2.06
H4 1.20 -2.00 0.81

=====

Version ii
The following is a DFT calculation (wB97M-V/def2-TZVPD) of the molecule H4NOPS2.

The molecular weight comes out at 129.1 g/mol. The HOMO energy is -10.0 eV. As for the total charge: 0. The SMILES is NP(=O)(S)S.

Cartesian coordinates (Å):
N1 -0.57 1.39 0.15
P1 0.13 0.01 -0.25
O1 0.94 0.00 -1.46
S1 1.47 -0.12 1.36
S2 -1.38 -1.55 -0.29
H1 -1.44 1.48 -0.40
H2 -0.71 1.33 1.20
H3 2.33 0.16 0.45
H4 -0.77 -2.69 -0.75

=====

Relative calculated energies, zero for the most stable structure, unit hartree: version i 0.0347; version ii 0.0000.

=====

Version i
The following is a DFT calculation (wB97M-V/def2-TZVPD) of a cluster of 2 separate species, C2H6N2O3S in total.

The molecular weight comes out at 138.1 g/mol. The HOMO energy is -8.8 eV. As for the total charge: 0.

Cartesian coordinates (Å):
C1 -0.82 -1.03 -0.60
C2 -0.32 -1.05 0.83
N1 -0.87 0.10 -1.17
N2 -0.13 0.17 1.41
O1 2.13 0.92 0.60
O2 2.13 0.12 -1.80
O3 1.54 -1.43 0.20
S1 2.48 -0.31 -0.11
H1 -1.18 -1.92 -1.19
H2 -0.52 -1.87 1.51
H3 -0.99 0.03 -2.20
H4 0.34 0.93 0.81
H5 0.41 0.19 2.24
H6 2.30 1.05 -1.86

=====

Version ii
The following is a DFT calculation (wB97M-V/def2-TZVPD) of the molecule C2H6N2O3S.

The molecular weight comes out at 138.1 g/mol. The HOMO energy is -9.4 eV. As for the total charge: 0. The SMILES is C=[S@](C)(=O)N[N+](=O)[O-].

Cartesian coordinates (Å):
C1 -0.99 -1.09 0.60
S1 0.31 -0.75 -0.30
C2 -0.13 0.87 -1.08
O1 0.70 -1.84 -1.20
N1 1.83 -0.13 0.65
N2 3.06 0.11 0.10
O2 3.93 -0.20 0.87
O3 3.03 0.65 -0.94
H1 -1.05 -2.21 0.68
H2 -1.28 -0.55 1.36
H3 0.70 1.18 -1.66
H4 -1.16 0.74 -1.73
H5 -0.46 1.48 -0.35
H6 2.04 -0.62 1.49

=====

Relative calculated energies, zero for the most stable structure, unit hartree: version i 0.0000; version ii 0.1814.

=====

Version i
The following is a DFT calculation (wB97M-V/def2-TZVPD) of a structure of composition H7O3.

The molecular weight comes out at 55.1 g/mol. The HOMO energy is -17.2 eV. As for the total charge: +1.

Cartesian coordinates (Å):
O1 -0.77 0.48 1.23
H1 -0.31 1.00 1.96
H2 -1.78 0.17 1.54
O2 -0.73 0.20 -1.22
H3 -0.49 -0.75 -0.87
H4 -0.52 0.56 -0.01
O3 1.24 -0.43 -0.32
H5 0.20 0.51 -1.78
H6 1.03 -1.33 -0.13
H7 2.13 -0.42 -0.39

=====

Version ii
The following is a DFT calculation (wB97M-V/def2-TZVPD) of a cluster of 3 separate species, H7O3 in total.

The molecular weight comes out at 55.1 g/mol. The HOMO energy is -17.3 eV. As for the total charge: +1.

Cartesian coordinates (Å):
O1 2.00 -0.46 -0.90
H1 2.34 -0.87 -0.07
H2 2.80 -0.11 -1.33
O2 -1.58 0.45 1.56
H3 -1.78 1.18 2.19
H4 -2.38 -0.09 1.54
O3 -0.42 0.00 -0.68
H5 -0.80 0.31 0.22
H6 0.59 -0.20 -0.64
H7 -0.73 -0.09 -1.58

=====

Relative calculated energies, zero for the most stable structure, unit hartree: version i 0.0825; version ii 0.0000.

=====

Version i
The following is a DFT calculation (wB97M-V/def2-TZVPD) of a cluster of 2 separate species, C12H14NO2 in total.

The molecular weight comes out at 204.2 g/mol. The HOMO energy is -3.9 eV. As for the total charge: -1.

Cartesian coordinates (Å):
C1 1.05 0.03 -3.81
C2 0.31 1.41 -0.40
C3 1.16 0.71 -1.29
C4 0.55 0.77 -2.60
C5 -0.58 1.50 -2.47
C6 0.46 1.30 0.98
C7 1.50 0.51 1.43
C8 2.23 -0.05 -0.80
C9 2.39 -0.15 0.57
N1 -0.69 1.96 -1.16
H1 -1.61 2.21 -0.82
H2 -0.10 1.91 1.67
H3 -1.31 1.90 -3.16
H4 1.66 0.37 2.49
H5 2.95 -0.43 -1.52
H6 1.92 -0.57 -3.57
H7 1.37 0.71 -4.59
H8 3.09 -0.86 0.97
H9 0.34 -0.71 -4.19
C10 -2.12 -0.83 1.56
C11 -1.88 -1.08 0.07
C12 -1.21 -1.64 2.53
O1 -0.76 -2.72 2.12
O2 -1.03 -1.09 3.64
H10 -1.87 0.21 1.78
H11 -3.14 -0.99 1.89
H12 -0.84 -1.37 -0.04
H13 -2.04 -0.13 -0.46
H14 -2.50 -1.86 -0.37

=====

Version ii
The following is a DFT calculation (wB97M-V/def2-TZVPD) of a cluster of 2 separate species, C12H14NO2 in total.

The molecular weight comes out at 204.2 g/mol. The HOMO energy is -4.0 eV. As for the total charge: -1.

Cartesian coordinates (Å):
C1 -0.56 0.47 -1.92
C2 0.26 -0.69 -2.48
C3 0.15 1.22 -0.84
C4 0.22 2.57 -0.68
C5 0.78 0.65 0.32
C6 1.26 1.71 1.11
C7 1.06 -0.66 0.74
C8 1.99 1.52 2.29
C9 1.72 -0.87 1.93
C10 2.21 0.22 2.68
N1 0.90 2.88 0.47
H1 -0.79 1.13 -2.77
H2 -1.58 0.13 -1.68
H3 1.32 -0.43 -2.52
H4 -0.24 3.31 -1.31
H5 1.09 3.80 0.83
H6 0.72 -1.50 0.16
H7 2.29 2.36 2.90
H8 2.00 -1.88 2.23
H9 2.79 0.07 3.59
H10 0.02 -0.91 -3.53
H11 0.14 -1.64 -1.97
C11 -2.29 -1.84 0.64
C12 -2.88 -2.03 -0.77
O1 -3.85 -1.29 -1.05
O2 -2.34 -2.91 -1.47
H12 -3.09 -1.86 1.39
H13 -1.74 -0.90 0.83
H14 -1.57 -2.63 0.88

=====

Relative calculated energies, zero for the most stable structure, unit hartree: version i 0.0085; version ii 0.0000.

=====

Version i
The following is a DFT calculation (wB97M-V/def2-TZVPD) of the ion C2H2NO2P2 with charge -1.

The molecular weight comes out at 134.0 g/mol. The HOMO energy (spin up / spin down) is -4.6 / -4.6 eV. As for the total charge: -1.

Cartesian coordinates (Å):
C1 -1.40 0.03 -0.27
C2 -3.86 0.00 0.02
N1 -2.59 -0.56 -0.29
O1 -4.29 0.42 -1.05
O2 -4.40 -0.01 1.15
P1 1.51 -0.06 0.31
P2 -0.10 -1.09 -0.54
H1 -1.07 1.12 0.05
H2 2.38 -0.89 -0.14

=====

Version ii
The following is a DFT calculation (wB97M-V/def2-TZVPD) of the ion C2H2NO2P2 with charge -1.

The molecular weight comes out at 134.0 g/mol. The HOMO energy is -3.5 eV. As for the total charge: -1. The SMILES is O=C=NP/C=P\[O-].

Cartesian coordinates (Å):
O1 -1.42 -2.40 3.03
C1 -0.80 -1.73 2.30
N1 -0.43 -0.89 1.54
P1 0.78 -0.51 0.38
C2 -0.56 0.16 -0.73
P2 -0.78 1.93 -0.77
O2 0.00 2.56 0.31
H1 0.93 0.76 0.93
H2 -1.00 -0.35 -1.61

=====

Relative calculated energies, zero for the most stable structure, unit hartree: version i 0.0558; version ii 0.0000.